ORCA calculation (wB97M-V/def2-TZVPD) on 2 unconnected molecules or ions with the total composition C5H11O.

Values from the calculation:
⟨S²⟩ = 0.75
ΔE to the lowest compared entry with this formula, charge and spin = 205.7 kJ/mol
Net charge = 0
Gap between HOMO and LUMO (alpha / beta) = 9.05 / 10.18 eV
Multiplicity = 2
Calculated total energy = -272.2001 hartree
HOMO level (alpha / beta) = -8.38 / -10.31 eV

```
17
Properties=species:S:1:pos:R:3:forces:R:3:lowdin_charge:R:1
O -3.95208 0.28334 0.48005 0.533 -0.741 -0.850 -0.0029
H 1.60506 -0.52746 2.31851 0.650 0.121 0.092 0.0675
H 1.49616 2.42659 -0.32116 0.650 0.104 0.107 0.0675
C 1.30918 -0.80044 -0.94977 -0.289 -0.272 -0.293 -0.1043
H -2.85471 -0.03789 -1.27717 -0.869 0.481 0.606 0.0829
H 0.21119 1.70515 0.59017 -0.054 0.358 -0.327 0.0583
C 0.94223 1.50579 -0.19505 0.083 0.556 -0.227 -0.1035
C 1.63759 0.19925 0.15542 -2.455 -0.436 -0.387 -0.2400
H 0.51425 -1.27552 1.21356 -0.024 0.273 0.390 0.0585
C -3.27099 -0.36468 -0.27316 1.236 -0.249 -0.332 -0.1635
C 1.00962 -0.32254 1.43871 0.114 -0.284 0.523 -0.1035
H 0.72065 -1.62009 -0.49967 0.282 0.211 -0.564 0.0609
H 0.41677 1.36793 -1.14854 -0.027 0.355 0.316 0.0585
H 0.25908 0.40500 1.75192 -0.027 -0.367 0.321 0.0583
H 0.67146 -0.28646 -1.69136 0.311 -0.572 0.136 0.0609
H -2.80531 -1.38095 -0.07715 -0.870 0.512 0.579 0.0829
H 2.08986 -1.27701 -1.51532 0.755 -0.051 -0.088 0.0614
```
Forces are in eV/Å.

ORCA calculation (wB97M-V/def2-TZVPD) on 2 unconnected molecules or ions with the total composition C5H11O.

Values from the calculation:
⟨S²⟩ = 2.01
ΔE to the lowest compared entry with this formula, charge and spin = 190.2 kJ/mol
Net charge = +1
Gap between HOMO and LUMO (alpha / beta) = 3.43 / 5.22 eV
Multiplicity = 3
Calculated total energy = -271.7833 hartree
HOMO level (alpha / beta) = -9.06 / -14.91 eV

```
17
Properties=species:S:1:pos:R:3:forces:R:3:lowdin_charge:R:1
H 2.07528 -1.38655 -0.48709 0.800 -0.581 -0.455 0.0597
H 0.41723 1.25957 1.11960 0.962 -0.342 0.292 0.1276
H 0.87300 -0.22362 2.13896 -0.127 1.128 -1.150 0.1449
C 1.09985 0.38599 1.19921 -2.569 -1.629 0.187 -0.1699
H 2.95178 -0.20494 1.92007 0.093 0.836 -1.671 0.1144
C -2.48453 0.45666 -1.55520 2.799 2.780 -5.827 0.1887
C -3.45249 -0.03520 -0.83769 -4.746 -2.757 6.006 0.1862
C 2.56169 0.55234 1.15059 2.544 -2.135 -0.894 -0.0975
O 0.46462 -0.47202 0.11574 -4.165 6.802 5.273 -0.1630
H -3.12083 -0.44983 0.14516 -0.715 0.078 -0.783 0.1344
H -4.51619 0.05169 -0.97797 -0.168 -0.076 -0.451 0.1145
H -1.54467 0.26144 -1.19162 2.621 0.003 0.313 0.0531
H 2.85829 1.46951 1.57688 0.136 1.366 0.309 0.0599
H -2.67271 0.93927 -2.53606 0.441 -0.122 0.801 0.1414
H 0.33995 -1.76536 -1.33186 1.352 0.190 0.795 0.0924
H 3.13132 0.46706 0.10375 -1.518 0.064 2.294 0.1406
C 1.01840 -1.30599 -0.55248 2.260 -5.606 -5.037 -0.1276
```
Forces are in eV/Å.

ORCA calculation (wB97M-V/def2-TZVPD) on 2 unconnected molecules or ions with the total composition C5H11O2.

Values from the calculation:
ΔE to the lowest compared entry with this formula, charge and spin = 84.0 kJ/mol
Net charge = -1
Gap between HOMO and LUMO = 7.26 eV
Multiplicity = 1
Calculated total energy = -347.6177 hartree
HOMO level = -3.61 eV

```
18
Properties=species:S:1:pos:R:3:forces:R:3:lowdin_charge:R:1
C 1.35493 1.44458 1.74773 1.080 -1.220 1.259 -0.1459
H 0.49134 -2.71021 -1.25164 -0.200 -0.638 0.597 0.0405
H -0.67517 -1.98293 -2.21189 -0.294 -0.505 -0.659 0.0433
C -1.67221 -2.60635 -0.50221 0.202 2.445 0.651 -0.7810
C -0.31598 2.16625 -0.04111 -0.585 -1.002 1.250 -0.1257
H -0.52935 2.97721 0.65033 0.261 0.480 -0.101 0.0562
C -0.54419 -2.86536 -1.58206 0.004 0.975 0.743 -0.0651
H -0.65161 -3.81091 -2.09455 -0.067 -0.083 -0.353 0.0368
H 1.77191 2.03958 -0.22307 0.257 -0.656 -0.164 0.0916
H 0.53026 1.19939 2.41057 -0.322 0.149 -0.028 0.0712
C 1.00963 1.43641 0.28972 -0.536 2.011 -1.232 -0.3138
O -2.71447 -2.10513 -1.00169 -0.041 -1.039 -0.335 -0.1401
H 1.89641 2.30875 2.14795 -0.641 0.555 -0.488 0.0643
O -1.39273 -2.56489 0.72651 0.429 -1.091 -0.640 -0.1344
H -1.10235 1.43530 0.19441 -0.117 0.205 -0.356 0.0777
H -0.43231 2.48560 -1.07103 0.162 0.007 -0.104 0.0585
H 0.86353 0.47005 -0.18222 0.685 -0.339 0.314 0.0990
H 2.11237 0.68265 1.99424 -0.277 -0.255 -0.355 0.0669
```
Forces are in eV/Å.

ORCA calculation (wB97M-V/def2-TZVPD) on 2 unconnected molecules or ions with the total composition C5H11O2.

Values from the calculation:
ΔE to the lowest compared entry with this formula, charge and spin = 34.1 kJ/mol
Net charge = -1
Gap between HOMO and LUMO = 7.90 eV
Multiplicity = 1
Calculated total energy = -347.6367 hartree
HOMO level = -3.91 eV

```
18
Properties=species:S:1:pos:R:3:forces:R:3:lowdin_charge:R:1
H 0.26853 3.60853 0.08422 -0.411 0.010 0.248 0.0500
C -0.69834 1.87086 1.16345 -0.224 0.272 -0.305 -0.8042
H 1.15636 -1.18116 -1.66101 -0.112 -0.697 -0.222 0.0558
H 0.07099 -0.90276 1.18154 -0.312 0.306 -0.409 0.0841
H 0.98880 0.24092 -0.86125 -0.197 0.298 0.648 0.0333
H 0.84013 -2.32274 0.73038 -0.085 -0.591 -0.127 0.0868
H -0.44224 2.32619 -0.92701 0.007 0.213 0.014 0.0540
C 0.25925 -1.51231 0.28997 0.973 -0.192 1.076 -0.3203
H 1.08820 2.08963 -0.08132 0.116 -0.034 0.097 0.0319
C 0.09697 2.53167 0.00228 0.390 -0.279 -0.287 -0.0708
C 1.21585 -0.79569 -0.64327 0.041 0.315 -1.455 -0.1220
H 2.28561 -0.85721 -0.42846 -0.187 -0.005 0.587 0.0675
O -1.93858 1.98622 1.06295 -0.185 0.035 0.094 -0.1103
H -0.85735 -2.64358 -1.23084 0.201 -0.278 0.420 0.0606
H -1.58622 -1.17262 -0.74962 0.115 -0.082 0.334 0.0771
H -1.68739 -2.50592 0.36867 0.101 -0.241 0.089 0.0607
O -0.04456 1.26375 2.03514 0.295 -0.019 0.200 -0.1051
C -1.01601 -2.02378 -0.33584 -0.527 0.970 -1.000 -0.1290
```
Forces are in eV/Å.